Entry i
24
Properties=species:S:1:pos:R:3 method="wB97M-V/def2-TZVPD" homo_energy_ev=-3.47 total_charge=-1 homo_lumo_gap_ev=6.7
C 0.62590 1.85740 -1.36745
N 1.01178 0.55925 -0.81770
C -0.13753 -0.35112 -0.72336
C -0.99561 -0.06170 0.52457
S -2.48004 -1.13133 0.55864
C 0.38193 -1.77171 -0.63568
O 1.56971 -2.03009 -0.64192
H 0.06968 1.78468 -2.31038
H 1.52720 2.44948 -1.52669
H 0.01879 2.39375 -0.63982
H 1.71475 0.12855 -1.41061
H -0.77668 -0.32542 -1.61847
H -1.27585 0.99596 0.53567
H -0.39355 -0.23907 1.41412
H -0.38116 -2.55557 -0.55967
H 1.89681 0.43496 1.03319
H 2.52766 -0.94308 1.03201
O 2.45077 -0.14801 1.60026
H 0.24068 -0.97180 3.70130
H 1.64904 -0.47615 3.21150
O 1.12101 -0.70213 4.01054
H -3.99508 -0.11610 -1.53777
H -2.76430 0.69223 -1.70199
O -3.60589 0.52701 -2.13030

Entry ii
24
Properties=species:S:1:pos:R:3 method="wB97M-V/def2-TZVPD" homo_energy_ev=-3.55 total_charge=-1 homo_lumo_gap_ev=7.1
O -0.07595 1.58831 -1.32402
C 0.59157 0.64558 -0.97093
N 0.70990 0.25724 0.37711
C 1.46593 -0.98700 0.75901
C 0.46390 -2.05098 1.20451
S -0.74145 -2.72494 -0.03898
C 1.36224 -0.17987 -2.01975
H -0.30784 0.30667 0.77468
H 2.23443 -1.37801 -0.03458
H 2.08749 -0.73121 1.56984
H 1.01273 -2.79534 1.77610
H -0.21433 -1.73492 1.96364
H 2.40948 -0.13953 -1.81785
H 1.23096 0.20314 -2.99068
H 0.76422 -1.16388 -1.98674
H -0.66389 2.42703 1.91789
H 0.69095 2.36685 1.29528
O 0.21881 2.67818 2.07744
H -1.85250 -1.10647 -0.64024
H -2.75166 -0.47856 -1.54739
O -2.66923 -0.42922 -0.54419
H -1.80766 2.45433 -0.20947
H -2.08759 1.08245 -0.05849
O -2.07051 1.89016 0.46780

How far above the most stable structure does each one sit? In eV: entry i 0.000; entry ii 0.371.

Entry i
41
Properties=species:S:1:pos:R:3 method="wB97M-V/def2-TZVPD" homo_energy_ev=-8.48 total_charge=0 homo_lumo_gap_ev=8.3 smiles="COCCNC(=O)[C@@H](C)OC(=O)C1=Cc2ccccc2OC1"
C -1.04027 -3.61181 0.32151
H -0.01339 -3.68226 -0.03201
O -1.65936 -2.60784 -0.43893
C -3.02336 -2.42936 -0.11880
C -3.57531 -1.31427 -1.00624
N -2.86321 -0.08448 -0.76635
C -3.41272 0.97706 -0.15125
O -4.59214 1.07736 0.10986
C -2.41974 2.10883 0.15660
C -2.71274 2.71922 1.52311
H -2.11811 3.61733 1.66838
H -2.47778 2.00137 2.30599
H -3.76885 2.96683 1.57404
H -2.52414 2.88226 -0.61748
O -1.08952 1.58616 0.10278
C -0.10618 2.42320 -0.27252
O -0.28346 3.58171 -0.56357
C 1.19997 1.74791 -0.31052
C 1.39435 0.46426 0.03258
C 2.72588 -0.09022 0.00163
C 2.98305 -1.44566 0.19601
C 4.28000 -1.91530 0.24625
C 5.33849 -1.02511 0.12788
C 5.10660 0.32450 -0.06368
C 3.80324 0.80108 -0.14978
O 3.62041 2.13323 -0.31109
C 2.36246 2.56879 -0.80180
H 2.38114 2.55171 -1.90531
H 2.25113 3.60894 -0.48410
H 5.92106 1.02554 -0.15343
H 6.35427 -1.38662 0.18180
H 4.47106 -2.96768 0.38963
H 2.14780 -2.12181 0.30658
H 0.58240 -0.15964 0.37377
H -1.85927 -0.13110 -0.85730
H -3.45948 -1.59964 -2.05563
H -4.62873 -1.13692 -0.78198
H -3.12949 -2.15348 0.94143
H -3.58231 -3.36071 -0.29273
H -1.53742 -4.57955 0.18410
H -1.04633 -3.36386 1.39058

Entry ii
41
Properties=species:S:1:pos:R:3 method="wB97M-V/def2-TZVPD" homo_energy_ev=-7.92 total_charge=0 homo_lumo_gap_ev=8.6 smiles="C=CCc1cc(OC)ccc1OCCON1C(=O)CCC1=O"
C -4.17159 -3.32714 -0.10476
C -3.09463 -2.62826 0.20080
C -2.28222 -1.84438 -0.78184
C -2.20790 -0.38835 -0.39563
C -3.37377 0.28668 -0.06490
C -3.34900 1.62731 0.29582
C -2.12595 2.29129 0.31670
C -0.95914 1.63066 -0.01172
C -0.98436 0.28724 -0.37025
O 0.12219 -0.45022 -0.73238
C 1.39945 0.11619 -0.60480
C 1.85385 0.16824 0.86462
H 1.08240 0.63631 1.47945
H 2.04762 -0.84135 1.24518
O 2.98328 1.00418 1.05996
N 4.13917 0.53627 0.45764
C 4.59496 1.04526 -0.74662
O 4.01290 1.84732 -1.41959
C 5.92713 0.37946 -1.01620
C 6.13726 -0.60301 0.13338
C 4.93574 -0.43606 1.03913
O 4.67878 -1.02277 2.05141
H 6.18992 -1.64054 -0.19816
H 7.04111 -0.40017 0.70821
H 6.69857 1.14883 -1.06149
H 5.89388 -0.10409 -1.99275
H 2.05499 -0.54498 -1.18138
H 1.45370 1.11932 -1.04492
H -0.03482 2.18510 0.01284
H -2.10587 3.33244 0.59524
O -4.44361 2.36679 0.64075
C -5.70053 1.73708 0.63907
H -5.96752 1.37298 -0.35853
H -6.41339 2.50129 0.94517
H -5.73539 0.90454 1.34957
H -4.29894 -0.26734 -0.09495
H -1.26728 -2.24421 -0.81807
H -2.72024 -1.93489 -1.77941
H -2.74333 -2.58295 1.22364
H -4.72519 -3.87974 0.63555
H -4.54221 -3.38431 -1.11578

Entry iii
41
Properties=species:S:1:pos:R:3 method="wB97M-V/def2-TZVPD" homo_energy_ev=-8.92 total_charge=0 homo_lumo_gap_ev=9.1
C 7.19625 0.65826 0.67050
H 7.57835 -0.19807 1.21326
H 7.63190 1.68374 1.00663
H 7.65460 0.49168 -0.42533
O 5.76022 0.56719 0.31908
C 5.07203 -0.41232 -0.02110
O 5.64364 -1.42989 -0.27618
C 3.64034 -0.14386 -0.28363
C 2.86017 -1.17703 -0.81316
C 1.58416 -1.14096 -0.82952
C 0.83221 0.25290 -0.34730
C 1.53265 1.18886 0.08852
C 3.03072 0.79831 0.17726
H 3.60559 1.87184 0.75747
H 1.12322 1.96138 0.41396
N -0.56297 0.06831 -0.37953
C -1.33407 0.87819 -0.00186
O -1.10151 1.98983 0.63195
C -2.71682 0.78734 -0.43983
C -3.71607 1.98531 -0.27772
C -5.15809 1.61178 -0.94408
C -5.67602 0.32651 -0.21178
C -4.85860 -0.00814 0.99274
H -5.06470 0.73217 1.83045
H -5.26805 -0.86442 1.12481
C -3.26283 -0.29370 0.67178
C -3.03052 -1.92632 0.27075
O -2.32244 -1.90221 -0.70306
O -3.66136 -2.67957 1.20009
H -3.31521 -3.58209 0.87876
H -2.80586 -0.05029 1.57962
H -5.34986 -0.55208 -1.24259
H -6.60766 0.25716 -0.20172
H -5.80912 2.25363 -0.48984
H -5.20028 1.58476 -1.93870
H -3.64489 2.57701 0.64121
H -3.20796 2.67968 -1.23446
H -2.85940 0.22398 -1.09431
H -0.92207 -0.68125 -0.91492
H 0.84929 -1.77015 -1.15596
H 3.51051 -2.16111 -0.90412

How far above the most stable structure does each one sit? In eV: entry i 0.000; entry ii 2.400; entry iii 12.462.

Entry i
16
Properties=species:S:1:pos:R:3 method="wB97M-V/def2-TZVPD" homo_energy_ev=-9.64 total_charge=0 homo_lumo_gap_ev=9.9 smiles="O=c1cc[nH]c(=O)[nH]1.C#C"
C -5.63889 0.55127 -0.19168
C -6.62099 -0.15750 -0.14945
C 2.83344 0.00455 -0.19247
C 2.24542 1.36208 -0.13877
C 0.96770 1.58446 0.21884
C 0.45868 -0.77366 0.13218
H -4.64330 1.10837 -0.21049
H -7.33484 -1.09109 0.04540
H 2.20918 -1.77108 -0.08814
H 3.07017 2.09677 -0.41767
H 0.37733 2.59178 0.21633
H -0.81437 0.69727 0.55457
N 1.77296 -0.96350 0.11656
N 0.10653 0.58307 0.35138
O 3.99251 -0.40732 -0.28389
O -0.42911 -1.64221 0.10297

Entry ii
16
Properties=species:S:1:pos:R:3 method="wB97M-V/def2-TZVPD" homo_energy_ev=-8.42 total_charge=0 homo_lumo_gap_ev=8.7 smiles="Nc1cncc(C(=O)O)c1"
C -1.32758 -0.39454 -0.03516
C -1.67754 1.03421 -0.02327
C 0.51229 1.55744 -0.04737
C 0.92644 0.20501 -0.03847
C -0.02194 -0.75685 0.07774
C 2.46046 -0.06390 0.04760
H -2.83759 -1.86150 0.66014
H -3.27593 -0.72206 -0.65980
H -2.71230 1.30106 -0.11960
H 1.30922 2.35145 0.01915
H 0.05296 -1.86780 0.30648
H 3.80881 -1.28748 -0.22621
N -2.50109 -1.13725 -0.08144
N -0.74037 1.97891 0.16466
O 2.87883 -1.31048 0.02751
O 3.14532 0.97377 -0.07196

How far above the most stable structure does each one sit? In eV: entry i 1.766; entry ii 0.000.

Entry i
16
Properties=species:S:1:pos:R:3 method="wB97M-V/def2-TZVPD" homo_energy_ev=-8.67 total_charge=0 homo_lumo_gap_ev=8.6 smiles="O=C(O)/C=C/c1ncc[nH]1"
C -2.97678 -0.12341 -0.01338
C -1.44055 -0.48666 -0.06600
C -0.53838 0.56436 -0.07382
C 0.85442 0.22263 -0.06417
C 2.94777 0.59127 -0.14659
C 2.84690 -0.70174 0.09908
H -4.12341 1.25298 0.23022
H -1.35996 -1.54862 -0.02637
H -0.88067 1.62094 -0.12855
H 3.84581 1.20507 -0.18037
H 3.59650 -1.55768 0.32931
H 1.02760 -1.65101 0.19293
N 1.79095 1.20973 -0.17145
N 1.48406 -0.91498 0.06703
O -3.24108 1.21016 0.20208
O -3.83319 -0.89304 -0.24995

Entry ii
16
Properties=species:S:1:pos:R:3 method="wB97M-V/def2-TZVPD" homo_energy_ev="-7.53 / -7.95" total_charge=0 homo_lumo_gap_ev="7.4 / 7.2"
C 1.69595 0.05021 1.69554
C 1.21631 -0.33362 0.40921
C 0.61437 0.46845 2.40583
C -0.16621 -0.25506 0.58978
C -0.77344 -1.49926 -1.35693
C -1.13378 -0.46898 -0.46540
N -1.10101 1.24389 -2.62284
N -0.32126 0.99077 -1.82251
O 0.33009 -1.93407 -1.52436
O -0.47050 0.31204 1.77451
H 2.72325 0.21395 1.91579
H 1.80219 -0.65897 -0.37658
H 0.53405 0.94403 3.34052
H -1.70429 -1.80065 -1.95902
H -2.11646 -0.08008 -0.46138
H -0.83625 1.86585 -3.48167

How far above the most stable structure does each one sit? In eV: entry i 0.000; entry ii 3.421.